Below is a structure of composition C19H19ClCrIN2O8Te at a distorted geometry, with properties calculated with the ωB97M-V functional and the def2-TZVPD basis.

Computed properties:
- Spin multiplicity: 5
- Relative energy (zero: lowest compared OMol25 entry of this formula, charge and spin): 4.77 kcal per mole
- Highest occupied orbital energy (spin up / spin down): -4.5 / -4.5 eV
- Net charge: -1
- Frontier orbital gap (spin up / spin down): 6.438 / 6.439 eV

Geometry (Å):
I (6.9160, -0.0482, 2.7802)
Te (-1.8840, 2.3829, -0.3815)
Cr (0.3368, -1.3495, -0.1746)
Cl (-0.9936, -0.7701, -2.4083)
O (-1.5949, -1.0081, -1.0657)
O (-0.5362, -2.0228, -2.9460)
O (0.3234, 0.6216, 0.6310)
O (-1.9362, -0.1393, -3.2716)
O (2.9444, 0.3770, -1.1785)
O (-0.3210, -4.0767, -0.6901)
O (1.2189, 2.5944, 0.0163)
O (0.1652, 0.0952, -2.1800)
N (0.6028, -3.2562, -0.5065)
N (2.1976, -1.5832, 0.4703)
C (4.2209, -0.7133, 1.6742)
C (-5.5144, 1.3009, 1.6982)
C (-3.7585, 3.2748, -1.0100)
C (-6.0651, 3.4426, 0.0392)
C (4.8395, 1.6179, 1.2591)
C (4.2310, -2.6405, -0.5082)
C (5.0852, 0.2786, 1.8060)
C (1.8810, -3.5833, -0.6748)
C (2.2858, -4.9005, -1.2501)
C (2.8533, -0.4472, 1.0974)
C (3.7729, 1.8422, 0.4973)
C (1.3055, 1.4113, 0.2937)
C (-4.5360, 1.7482, 0.8111)
C (-4.8159, 2.8254, -0.0320)
C (-6.7552, 1.9173, 1.7610)
C (2.7474, 0.7917, 0.1764)
C (2.7707, -2.5492, -0.1941)
C (-3.1874, 1.0854, 0.7302)
C (-7.0316, 2.9978, 0.9306)
H (-3.6871, 4.3624, -1.0397)
H (4.6764, -1.6505, -0.5543)
H (-6.2771, 4.2822, -0.6151)
H (2.2234, -0.2077, 1.9585)
H (2.3350, -4.8515, -2.3428)
H (3.6055, 2.8003, 0.0227)
H (-2.7592, 0.9170, 1.7170)
H (5.5635, 2.3985, 1.4533)
H (-3.2455, 0.1225, 0.2198)
H (-4.0040, 2.9306, -2.0172)
H (4.3520, -3.1189, -1.4794)
H (-7.5046, 1.5596, 2.4573)
H (4.7730, -3.2375, 0.2284)
H (2.2857, 0.7992, -1.7442)
H (-5.2967, 0.4611, 2.3496)
H (1.5283, -5.6387, -0.9886)
H (3.2537, -5.2279, -0.8668)
H (-7.9968, 3.4886, 0.9760)
H (4.4062, -1.7061, 2.0651)